(1)
DFT (the ωB97M-V functional and the def2-TZVPD basis) results for C48H120InN8Na2O24P2 as an isolated structure.

Structure (XYZ):
```
205
Properties=species:S:1:pos:R:3
H -20.1236 -9.9807 -10.7258
P -10.8791 -13.0691 -8.6312
H -10.0596 -9.6119 -8.8641
C -10.3117 -8.7690 -8.2206
H -13.8682 -6.8886 -14.9518
C -12.7748 -13.2699 -4.3179
C -15.9770 -10.2631 -12.8021
H -19.5660 -5.6269 -10.3596
H -13.8913 -6.0819 0.2744
H -12.2166 -5.5338 0.2394
C -12.4213 -4.1537 -6.5334
H -13.5224 -5.5161 -9.4142
H -12.4157 -4.9275 -5.7657
C -11.4557 -8.6980 -4.7274
H -16.8813 -7.9248 -5.0320
C -14.2922 -8.2379 4.1179
C -14.5473 -0.5599 -4.7322
H -15.9512 -11.0178 -9.7672
H -13.0735 -2.1037 -6.7806
H -15.3877 -11.8169 -4.8048
P -14.9395 -8.1866 -7.9101
H -17.5813 -7.7034 -9.1326
H -17.2695 -12.0144 -7.9419
H -16.4826 -2.5476 -9.9949
H -16.4414 1.2285 -4.4876
C -12.8891 -6.3327 -0.0730
O -13.5302 -8.1842 2.9385
N -12.8322 -9.0789 -5.0250
C -10.8351 -8.0697 -5.9890
H -21.7627 -12.3977 -6.3061
H -24.8677 -11.7675 -8.5451
O -13.1982 -11.9183 -4.6821
C -14.3343 -8.4563 1.7936
H -23.5646 -8.2242 -9.9378
O -10.4069 -5.5366 -11.7146
C -16.1631 -11.9924 -5.5505
H -13.5347 -13.7329 -3.6883
N -13.3798 -7.4249 -12.9284
H -13.3096 -8.3935 -5.5928
H -17.0360 -3.3976 -4.6189
H -18.2783 -2.9127 -5.5867
H -14.8241 -2.3420 -3.4993
C -17.6402 -7.2413 -5.4128
C -16.7224 -0.1587 -8.9462
H -14.5064 -9.2683 4.4016
H -22.5172 -9.9927 -5.5244
C -13.9899 -10.8043 -11.5380
O -11.4426 -12.1184 -9.7311
H -19.7977 -10.0384 -6.0473
H -13.7196 -7.8819 4.9744
H -16.8942 -12.6951 -5.1508
H -12.9308 -5.4874 -12.3581
O -24.2914 -9.9019 -9.1012
H -14.8399 -9.4202 1.8522
Na -15.2668 -5.6237 -6.7377
C -19.6598 -12.6042 -10.9279
H -9.7607 -5.5133 -9.7813
C -23.1572 -9.0321 -9.3300
C -14.3653 -6.3447 -3.5245
H -13.6567 -12.6799 -10.6143
C -24.0074 -11.1082 -8.4298
H -24.5747 -10.1835 -6.5595
H -12.7847 -9.4481 0.7373
H -15.0089 -7.0607 -4.0356
C -19.5221 -10.4067 -3.5721
C -15.9031 -12.9808 -9.1263
H -19.4062 -13.5564 -10.4620
H -18.0031 -2.3546 -7.9565
H -14.9141 -8.0270 -14.1667
C -21.4408 -11.3935 -6.5820
H -22.4797 -9.5300 -10.0236
H -12.6339 -13.8243 -5.2458
H -11.9830 -10.9894 -3.2351
H -13.6376 -11.3329 -2.6956
H -11.9192 -4.9358 -9.1788
O -12.1746 -13.5772 -7.9233
H -16.0435 -6.0093 -14.5355
H -16.7743 -13.1479 -9.7596
H -13.4814 -8.9548 -3.0401
H -13.4440 -11.0895 -12.4373
H -18.8030 -10.1419 -11.8078
H -17.4684 0.5478 -5.5866
H -17.6504 -5.1413 -12.9665
C -9.3545 -5.6987 -10.7757
O -10.7561 -9.1921 -6.9412
C -18.0898 -4.9704 -5.7008
N -16.4902 -3.2283 -6.6461
C -15.3356 -5.9770 -13.7074
H -22.0790 -6.4290 -10.2360
O -14.2084 -6.6710 -2.1162
O -15.7134 -1.1230 -8.6861
H -12.2482 -7.4018 1.4593
H -19.2153 -9.3617 -3.5273
H -15.1601 -12.6830 -11.5078
H -13.8837 -0.1500 -5.4936
H -16.3296 0.8579 -8.9231
H -17.1336 -9.7666 -10.3483
O -20.6313 -10.7192 -4.3906
H -15.0736 -7.6787 1.6019
H -17.5492 -5.7550 -11.3182
H -14.5006 0.1249 -3.8855
H -9.8361 -7.6478 -5.8794
N -15.2801 -11.7526 -9.5944
H -17.9000 -7.5679 -6.4198
H -17.0820 -0.2769 -9.9683
H -18.8512 -5.8569 -8.8076
O -16.0495 -6.2904 -12.5599
C -16.9646 -5.3549 -12.1466
H -8.5612 -4.9652 -10.9202
H -18.6287 -11.0045 -3.7523
H -11.9456 -2.3283 -5.4287
H -12.8277 -5.1371 -1.8146
H -13.9912 -8.8153 -0.3118
H -20.7142 -12.4412 -10.7045
H -11.4241 -8.0730 -3.8350
H -16.5686 -10.9889 -5.6795
N -12.3663 -7.5864 0.4733
O -15.0537 -9.8470 -11.8199
C -16.1509 -2.4771 -8.9590
In -13.0584 -10.8898 -7.5750
H -15.1689 -7.5902 4.1226
H -19.9137 -8.1185 -8.5364
C -12.7427 -2.7962 -6.0065
C -14.3162 -7.1332 -13.9886
N -18.2250 -8.0642 -9.8222
O -15.9762 -7.1865 -8.5019
H -11.1598 -8.3010 -8.7205
H -13.3640 -6.3847 -3.9533
H -14.7493 -5.3399 -3.7003
C -19.7197 -6.1320 -9.4060
C -12.4120 -6.3520 -12.7721
H -22.3515 -4.7667 -9.6083
O -15.9238 -0.6507 -5.1378
H -19.5353 -12.7574 -11.9999
H -19.7769 -10.5754 -2.5258
H -14.7486 -2.9902 -5.7758
C -11.2735 -6.6891 -11.8090
O -14.1493 -7.5939 -6.6956
H -11.8688 -13.3870 -3.7234
H -14.6117 -9.6603 -4.1946
O -10.3462 -12.0802 -7.5436
C -19.6266 -7.6887 -9.4961
O -13.8659 -8.4862 -8.9889
O -17.1049 -5.8916 -5.3377
N -13.9324 -2.9816 -5.1810
H -11.7130 -6.9997 -10.8611
H -18.8763 -4.9899 -4.9463
C -12.8951 -6.1977 -1.5727
C -16.4746 -12.7392 -7.7660
C -16.3980 0.6788 -5.4278
O -15.5530 -9.5267 -7.4794
H -9.5159 -8.0243 -8.2054
C -19.0806 -10.2950 -10.7650
H -24.0435 -11.8469 -6.4267
H -11.3860 -4.1238 -6.8730
O -18.8210 -11.6159 -10.3498
C -22.0776 -5.7903 -9.3528
H -10.9446 -9.6303 -4.4870
Na -15.1969 -7.6760 -10.6617
C -13.5630 -9.6194 -3.9002
H -13.0120 -8.3529 -13.0822
H -10.7322 -7.5556 -12.1889
H -16.4786 -4.4389 -11.8106
H -23.2495 -11.6945 -8.9494
H -15.8197 1.2289 -6.1701
H -19.5107 -11.8084 -5.8305
C -14.5562 -12.0975 -10.8145
H -15.2286 -3.0562 -8.9116
H -22.7932 -6.1309 -8.6044
C -17.4435 -3.6133 -5.6066
H -16.8316 -9.5902 -12.7308
H -14.7898 -5.0445 -13.5635
H -8.8670 -6.6720 -10.8312
H -16.2568 -2.2727 -6.4173
H -15.6275 -10.2703 -13.8346
C -23.8420 -10.9009 -6.9292
C -17.1542 -3.0379 -7.9292
C -12.7814 -5.3256 -8.6378
H -21.1210 -11.4911 -7.6195
H -12.0290 -6.7764 -1.8939
C -20.2230 -10.9898 -5.7277
C -18.0805 -9.5125 -9.8719
N -22.5412 -10.4306 -6.4342
H -17.4772 -4.0058 -8.3127
C -13.0289 -11.0124 -3.5411
O -13.3117 -4.4663 -7.6256
H -13.3245 -10.2653 -10.8636
H -16.4354 -11.2143 -12.5317
H -18.0342 -9.9239 -8.8635
H -15.2708 -13.8642 -9.0375
O -9.7736 -14.1270 -8.9517
H -13.1976 -1.7368 -3.6160
H -11.4937 -7.2789 -6.3482
C -14.0960 -1.9344 -4.2007
H -11.9933 -5.9947 -13.7129
H -12.4986 -6.2433 -8.1221
H -22.7205 -8.5274 -8.4682
O -20.8545 -5.7858 -8.6544
H -17.0015 -13.6298 -7.4233
H -17.6123 -0.1255 -8.3177
C -13.4040 -8.5665 0.5722
H -18.4443 -7.3834 -4.6909
H -20.3206 -8.0360 -10.2616
O -15.5084 -12.3716 -6.7154
H -18.5030 -5.1300 -6.6967
```

Output
charge	-1
orbital gap	4.5	eV
electronic energy	-145362.792	eV

(2)
DFT (the ωB97M-V functional and the def2-TZVPD basis) results for a 8-piece molecular cluster, C48H120N8 overall.

Structure (XYZ):
```
176
Properties=species:S:1:pos:R:3
C -6.4772 -0.9337 7.8695
H -0.4378 -1.2690 -1.3797
H 8.6390 2.0593 -4.3031
H 0.5316 -3.3326 -5.3596
H 1.7488 -3.2515 -8.1206
H 5.7634 1.0857 5.8399
H -1.3926 -2.5715 -6.2302
H -2.5102 0.2719 -0.9656
H 7.8787 2.8247 0.2589
H -7.6921 5.4044 3.1978
H -5.2538 -9.1788 0.4501
N -4.5860 -2.0816 6.7928
H -1.6244 -6.3729 -0.1097
H 2.9515 -2.5495 6.4156
H -0.3170 3.9188 -5.1008
C -0.4339 5.9762 -3.4127
C -3.5553 -3.0663 7.1150
H 1.4038 1.9927 -0.1909
H 7.2411 -0.4308 7.0972
N 5.4223 -0.7340 4.7624
H -4.6218 -3.5691 -1.4633
H -4.0588 -3.8884 5.0448
C 0.4524 -3.0463 -10.3655
H -0.9745 1.7988 1.8956
H -0.3257 -3.7773 -10.5855
H -1.8177 1.4693 -2.0311
H 8.7390 -0.0757 -2.8554
H -9.0871 1.9858 3.4699
C 7.8920 2.3611 -1.9528
H -0.9564 6.6024 -4.1358
H 10.1436 -0.2648 -3.8806
C -1.7123 0.4397 -1.6891
H 1.7003 7.2445 -4.4745
H 2.2659 6.4298 -2.9972
H 6.6871 -2.4673 4.7042
H 7.8998 -1.0881 5.6760
H -4.8595 -4.8556 0.7073
C 1.0174 -2.8559 -7.4158
H -0.8379 -1.3968 -9.7809
H 2.0904 -0.4988 -0.3576
H 0.6804 6.5878 -1.6525
C -0.3344 -0.1844 -1.3478
H 3.1091 5.6282 -5.8004
H 0.0939 3.1684 1.6322
H -7.9307 4.2560 4.4630
C 6.3184 0.3433 5.2664
H 6.4137 -0.6568 2.1580
C 1.9605 6.2825 -4.0331
H -5.9583 5.5371 2.1668
H 2.9125 -1.7586 4.7694
H -2.7556 -4.6915 5.8494
H 1.8400 -4.2353 -5.9304
H -6.7734 -0.5169 8.8321
H 11.3789 4.1062 -1.8021
H 0.7733 -1.2663 -9.2370
H -10.3064 3.9141 3.4834
C 4.6353 -1.1878 5.9412
H -3.2278 -5.0099 0.3507
C 3.5177 -2.2420 5.5364
H 10.2656 0.4253 -2.3179
C 6.1630 -1.7736 4.0468
H 0.4436 0.1008 -2.0559
H 1.8713 -2.5183 1.1836
H 3.5345 4.7338 -4.3197
C 7.5628 -0.1408 6.0969
C -3.2526 -3.7255 5.7600
H -2.1204 -0.1482 -2.5112
N -7.6145 3.3305 2.6515
C -5.4770 4.5686 2.0309
H -2.3657 0.7174 6.6821
C -2.4470 -1.5542 -7.7736
H -1.2022 6.6529 -1.5615
H 1.7394 -0.0095 1.3006
H -0.3228 7.8846 -2.3324
C 9.3610 4.1478 -2.5192
C -9.6864 4.7931 3.3070
H 7.8196 -0.7035 3.1270
C 3.2189 5.6980 -4.7182
H 0.7234 1.7203 2.3493
H 10.3902 2.3512 -4.0731
H -2.4036 -0.5321 7.9152
H -5.4426 -9.0499 2.1932
H -2.4043 -0.7172 -8.4705
H -5.6288 -5.0225 -1.5857
H 0.7938 -2.4682 -11.2242
C -3.8583 -0.8844 6.2783
H -3.4226 -6.9195 -1.8683
H 1.2821 -3.6806 -10.0533
H 4.0545 -3.1241 5.1875
H -5.6562 2.4744 2.5685
H -7.2649 -1.5049 7.3782
H -0.6787 -1.1511 -6.7361
H 0.2483 5.0186 -7.4428
H 6.5997 0.9300 4.3918
C -4.6251 -4.6553 -1.3718
H 1.2816 4.0990 -5.6746
C 6.9959 -1.3308 2.7865
H -2.9025 -2.3081 -8.4157
H 4.0470 6.4051 -4.6703
H -9.8935 5.2386 2.3340
H 7.7766 1.3044 -1.7113
C 0.0323 2.0810 1.5875
H 0.5678 6.5297 -6.5339
C -7.8307 0.9325 2.2516
C -5.2311 -1.7561 8.0463
C -8.1853 4.4587 3.4228
C -4.7425 -8.8996 1.3714
H -5.2247 -6.8677 1.8585
H 0.1031 -2.1595 1.4242
H -5.8296 3.5949 3.8724
H 7.3198 -2.2023 2.2176
H -3.2214 -1.2081 -7.0891
H -3.7048 0.5234 7.8401
H -5.4640 -2.7301 8.4766
H -1.1461 5.2103 -3.1057
H -0.1834 2.2051 -0.4892
H 1.3778 -1.8801 -7.0903
C 0.4477 1.6525 0.2068
H 0.2565 -4.7486 -6.4578
C 1.3360 -0.5245 0.4287
N -0.2696 -2.6905 -8.1273
C -4.4063 -7.3572 1.3306
H 5.1865 -1.7104 6.7229
C 0.4303 4.6810 -5.3215
H 7.3350 2.5400 -2.8725
H -3.9861 -3.7832 7.8139
H -0.9786 5.7992 -6.4766
H -4.4159 4.6337 2.2714
H -3.5240 -7.2244 1.9568
C -6.1594 3.3988 2.8522
H 8.2874 0.6650 6.2142
C 9.4862 1.9346 -3.6288
H -4.0537 -5.0933 -2.1902
H 10.9893 5.6322 -2.5584
H -4.5695 -0.2834 5.7117
C -0.2788 6.8170 -2.1168
H -1.2408 -7.8904 -0.9882
H -2.6884 -2.6422 7.6217
H 0.6813 -2.6412 0.0066
C -8.0248 2.0628 3.2383
H 8.9507 4.6633 -1.6508
H -8.4662 1.1386 1.3903
H -3.3773 -1.1932 5.3502
C -3.4389 -7.4177 -0.8989
C 0.9931 -1.9853 0.8195
N 0.1207 0.1891 0.0113
H 6.3674 2.4198 -0.4491
H 4.1918 -0.3735 6.5142
C -4.2014 -5.3285 -0.0217
H -6.7925 0.8979 1.9213
H -5.4949 4.2700 0.9828
C -3.0129 -0.0028 7.1826
N -4.3969 -6.7756 -0.0042
H 5.4252 -2.4885 3.6826
H -3.8166 -9.4747 1.3784
C 9.6380 0.4291 -3.2091
C -1.1620 -2.0357 -7.1509
C 0.8642 -3.8683 -6.2487
H -8.1222 -0.0283 2.6758
C 0.0829 5.5538 -6.5077
C -1.9779 -7.3685 -0.3779
H -2.0336 -7.9825 0.5209
H 8.8424 4.5069 -3.4081
C -0.0310 -1.9926 -9.3543
H -4.6006 -1.3641 8.8443
C 10.7909 4.5612 -2.5991
H 6.9299 3.9905 -0.8592
N 0.8120 5.3397 -3.9763
H 11.2342 4.1663 -3.5133
H -6.2540 -0.0789 7.2311
H -7.6186 1.8507 4.2273
H -9.9962 5.6660 3.8816
N 9.2683 2.6458 -2.3454
H -3.5867 -8.4817 -1.0840
H -2.6765 -3.1454 5.0391
C 7.2814 2.9825 -0.6391
```

Output
SMILES string	CCN(CC)CC.CCN(CC)CC.CCN(CC)CC.CCN(CC)CC.CCN(CC)CC.CCN(CC)CC.CCN(CC)CC.CCN(CC)CC
orbital gap	8.7	eV
electronic energy	-63635.699	eV

E_LUMO list, top to bottom, in eV: 0.6 0.4